(1)
{"formula": "C2H4S2", "method": "the ωB97M-V functional and the def2-TZVPD basis", "species": ["C", "C", "S", "S", "H", "H", "H", "H"], "coordinates": [[-0.83807, -0.10053, -0.05335], [1.31890, 0.52539, -0.01559], [-1.87147, 1.09997, -0.15336], [-1.06851, -1.76943, 0.06215], [1.74349, -0.36580, -0.56200], [1.24584, 1.50944, -0.66141], [1.80924, 0.78806, 0.94346], [-2.33943, -1.68711, 0.44010]], "nbo_charge": [-0.401, -0.568, 0.069, 0.148, 0.200, 0.213, 0.208, 0.132], "lumo_ev": -0.15, "fmax_ev_per_a": 3.8, "homo_ha": -0.30341, "total_charge": 0, "homo_lumo_gap_ha": 0.2977, "de_lowest_kj_mol": 273.7}

(2)
{"formula": "C2H4S2", "method": "the ωB97M-V functional and the def2-TZVPD basis", "species": ["C", "C", "S", "S", "H", "H", "H", "H"], "coordinates": [[0.15991, -0.39283, 0.07365], [-0.14941, 0.97319, 0.24315], [1.45628, -1.42986, 0.69607], [-0.61256, -1.90460, 0.52627], [-0.18421, -1.35919, -2.80566], [0.77370, 1.50365, 0.20930], [-0.38059, 1.36999, 1.34044], [-1.06312, 1.23966, -0.28323]], "nbo_charge": [-0.261, -0.723, 0.124, 0.139, 0.001, 0.250, 0.220, 0.250], "lumo_ev": [-0.31, -0.39], "fmax_ev_per_a": 4.0, "homo_ha": [-0.31253, -0.28543], "total_charge": 0, "homo_lumo_gap_ha": [0.3012, 0.2711], "de_lowest_kj_mol": 498.3}

(3)
{"formula": "C2H5AlIO2S", "method": "the ωB97M-V functional and the def2-TZVPD basis", "species": ["S", "C", "C", "O", "Al", "I", "O", "H", "H", "H", "H", "H"], "coordinates": [[1.90593, -1.20800, 0.30794], [0.71465, -0.13291, -0.68024], [0.27108, 1.10079, 0.11654], [-0.66162, 0.70662, 1.08162], [-1.50492, -0.71742, 0.45570], [-3.89088, -0.06872, -0.30813], [-0.40636, -0.87948, -0.95843], [2.92795, -0.33854, 0.24317], [1.28286, 0.14085, -1.57560], [-0.19842, 1.77428, -0.62275], [1.12006, 1.63264, 0.56253], [-1.56032, -2.01010, 1.37766]], "nbo_charge": [-0.142, 0.030, -0.093, -0.955, 1.539, -0.570, -0.931, 0.092, 0.160, 0.150, 0.153, -0.434], "lumo_ev": 3.02, "fmax_ev_per_a": 0.2, "homo_ha": -0.19577, "total_charge": -1, "homo_lumo_gap_ha": 0.3069}

(4)
{"formula": "C2H5B", "method": "the ωB97M-V functional and the def2-TZVPD basis", "species": ["B", "C", "C", "H", "H", "H", "H", "H"], "coordinates": [[1.31622, -0.32294, -0.04238], [-1.53265, -0.04593, -0.13123], [0.24513, 0.76011, -0.11607], [1.19461, -1.46013, 0.43339], [2.42865, -0.04167, -0.16557], [-2.49581, 0.35385, -0.33725], [-1.36568, -1.06422, 0.31105], [0.20953, 1.82092, 0.04805]], "nbo_charge": [0.267, -0.285, -0.386, -0.060, -0.073, 0.169, 0.176, 0.192], "lumo_ev": [-0.15, -1.39], "fmax_ev_per_a": 6.6, "homo_ha": [-0.35146, -0.33779], "total_charge": 0, "homo_lumo_gap_ha": [0.3460, 0.2868], "de_lowest_kj_mol": 414.5}

(5)
{"formula": "C2H5B", "method": "the ωB97M-V functional and the def2-TZVPD basis", "species": ["B", "C", "C", "H", "H", "H", "H", "H"], "coordinates": [[-0.92417, -0.16087, -0.22505], [0.53181, -0.81647, -0.09662], [0.31952, 0.79086, 0.02123], [-2.72535, 0.08890, 0.67657], [0.85674, -1.54457, 0.62594], [0.88074, -1.03860, -1.06721], [0.89322, 1.28692, -0.80125], [0.16750, 1.39382, 0.86639]], "nbo_charge": [0.679, -0.745, -0.799, -0.111, 0.239, 0.236, 0.253, 0.248], "lumo_ev": -0.51, "fmax_ev_per_a": 3.7, "homo_ha": -0.35005, "total_charge": 0, "homo_lumo_gap_ha": 0.3314, "de_lowest_kj_mol": 385.9}

(6)
{"formula": "C2H5B", "method": "the ωB97M-V functional and the def2-TZVPD basis", "species": ["B", "C", "C", "H", "H", "H", "H", "H"], "coordinates": [[0.66717, -0.06879, 0.79918], [0.43782, 0.21367, -0.69078], [-0.74762, 0.05793, 0.18357], [1.19599, -0.62466, 1.56550], [0.62961, 1.14750, -1.20953], [0.57402, -0.74742, -1.54322], [-1.44229, -0.82609, 0.18518], [-1.31469, 0.84786, 0.71010]], "nbo_charge": [0.616, -0.734, -0.780, -0.081, 0.243, 0.244, 0.245, 0.247], "smiles": "B1CC1", "lumo_ev": 0.24, "fmax_ev_per_a": 4.0, "homo_ha": -0.33879, "total_charge": 0, "homo_lumo_gap_ha": 0.3475, "de_lowest_kj_mol": 143.2}

(7)
{"formula": "C2H5BF4OSn", "method": "the ωB97M-V functional and the def2-TZVPD basis", "species": ["Sn", "B", "F", "F", "F", "F", "C", "C", "O", "H", "H", "H", "H", "H"], "coordinates": [[0.13581, -1.48577, 0.95585], [-2.60786, -3.41728, -1.44542], [-2.31060, -4.78305, -1.62075], [-2.04881, -2.65580, -2.49832], [-3.94491, -3.09980, -1.50327], [-2.09071, -2.94410, -0.22050], [2.24145, 2.60245, 1.23159], [1.03074, 2.06051, 0.42276], [1.23368, 1.18712, -0.60536], [1.88332, 3.07868, 2.14430], [2.79154, 3.30743, 0.60828], [2.94335, 1.83713, 1.56281], [0.41542, 2.81327, -0.07003], [0.32756, 1.49921, 1.03803]], "lowdin_spin": [-0.023, 0.000, 0.000, 0.000, 0.000, 0.000, 0.044, 0.101, 0.823, 0.003, 0.000, 0.000, 0.053, -0.002], "lumo_ev": [-9.61, -9.63], "spin_multiplicity": 2, "fmax_ev_per_a": 4.3, "homo_ha": [-0.51166, -0.51166], "total_charge": 1, "homo_lumo_gap_ha": [0.1584, 0.1579]}

(8)
{"formula": "C2H5BO", "method": "the ωB97M-V functional and the def2-TZVPD basis", "species": ["B", "C", "C", "O", "H", "H", "H", "H", "H"], "coordinates": [[-1.21792, 1.39695, 0.29076], [1.64277, -1.43761, -0.23052], [0.44695, -0.98867, -0.16530], [2.66567, -1.94676, -0.42841], [-2.29172, 1.37182, 0.08111], [-0.44319, 1.93634, -0.46612], [-1.00650, 0.83633, 1.32820], [0.00497, -0.61051, 0.69582], [0.19897, -0.55790, -1.10553]], "lowdin_spin": [0.725, 0.206, 0.407, 0.217, 0.171, 0.099, 0.115, 0.023, 0.036], "lumo_ev": [-0.96, -5.20], "spin_multiplicity": 3, "fmax_ev_per_a": 6.1, "homo_ha": [-0.17982, -0.35788], "total_charge": 0, "homo_lumo_gap_ha": [0.1446, 0.1667], "de_lowest_kj_mol": 436.9}

(9)
{"formula": "C2H5Br2P", "method": "the ωB97M-V functional and the def2-TZVPD basis", "species": ["C", "C", "P", "Br", "Br", "H", "H", "H", "H", "H"], "coordinates": [[0.10252, -0.67449, 1.02143], [0.21517, 1.38053, -0.39996], [-0.06492, -1.96283, -0.14879], [-0.60074, 2.75063, 0.71417], [-0.90725, 0.97051, -1.87928], [1.04866, -0.69620, 1.52557], [-0.58548, -0.37367, 1.82891], [1.28690, 1.61318, -0.45855], [0.80391, -1.34604, -1.15400], [-1.29877, -1.66163, -1.04950]], "nbo_charge": [-0.678, -0.464, 0.337, 0.032, 0.113, 0.215, 0.234, 0.209, -0.004, 0.006], "lumo_ev": [-0.43, -0.51], "fmax_ev_per_a": 2.7, "homo_ha": [-0.30577, -0.29937], "total_charge": 0, "homo_lumo_gap_ha": [0.2901, 0.2806], "de_lowest_kj_mol": 520.3}

(10)
{"formula": "C2H5BrClN", "method": "the ωB97M-V functional and the def2-TZVPD basis", "species": ["Cl", "N", "C", "C", "Br", "H", "H", "H", "H", "H"], "coordinates": [[0.17304, 2.85864, -0.62078], [-0.63104, 1.34953, -0.29379], [0.21434, 0.38765, 0.33508], [-0.15255, -1.20256, 0.00319], [0.89063, -2.39174, 1.19372], [-0.97089, 0.92938, -1.20920], [1.30528, 0.40063, 0.14213], [0.13196, 0.51720, 1.44340], [0.22446, -1.39005, -1.03546], [-1.18523, -1.45868, 0.04171]], "nbo_charge": [0.091, -0.601, -0.247, -0.425, -0.004, 0.368, 0.195, 0.196, 0.213, 0.214], "smiles": "ClNCCBr", "lumo_ev": 0.34, "fmax_ev_per_a": 3.8, "homo_ha": -0.35429, "total_charge": 0, "homo_lumo_gap_ha": 0.3669, "de_lowest_kj_mol": 186.6}

(11)
{"formula": "C2H5BrClN", "method": "the ωB97M-V functional and the def2-TZVPD basis", "species": ["C", "C", "N", "Cl", "Br", "H", "H", "H", "H", "H"], "coordinates": [[0.95678, -0.78775, -0.11277], [-0.77525, 0.77078, -0.57877], [0.49696, 0.37184, -0.36778], [-0.87184, 2.33404, -1.42078], [-2.05802, -0.47952, -0.91993], [0.34359, -1.66862, -0.36209], [-0.23125, -0.58934, 1.76042], [1.97416, -0.87700, 0.29619], [-0.92495, -0.22385, 2.04238], [1.08981, 1.14941, -0.33686]], "nbo_charge": [-0.300, -0.178, -0.432, -0.030, 0.110, 0.218, -0.026, 0.210, 0.003, 0.424], "lumo_ev": 0.61, "fmax_ev_per_a": 3.5, "homo_ha": -0.27057, "total_charge": 0, "homo_lumo_gap_ha": 0.2930, "de_lowest_kj_mol": 374.4}

(12)
{"formula": "C2H5BrClN", "method": "the ωB97M-V functional and the def2-TZVPD basis", "species": ["C", "C", "N", "Cl", "Br", "H", "H", "H", "H", "H"], "coordinates": [[0.88299, 0.09962, -0.53643], [-0.66533, 0.91679, 0.95910], [0.41330, -1.19911, -0.85747], [0.68764, -2.46086, 0.25028], [-2.18621, 0.95269, -0.14003], [1.94586, -0.05171, -0.24535], [0.67911, 0.94346, -1.30072], [-0.47925, 1.82907, 1.38023], [-0.70931, 0.17084, 1.62947], [-0.56878, -1.20080, -1.13907]], "nbo_charge": [-0.171, -0.513, -0.626, 0.122, 0.002, 0.205, 0.230, 0.185, 0.177, 0.390], "lumo_ev": 0.58, "fmax_ev_per_a": 5.0, "homo_ha": -0.30332, "total_charge": 0, "homo_lumo_gap_ha": 0.3246, "de_lowest_kj_mol": 406.6}